# 1
Here is one molecule with the formula C4H6FNO in a non-equilibrium geometry from OMol25. Energies are from the ωB97M-V functional and the def2-TZVPD basis.

HOMO level in eV: -9.658
Frontier orbital gap in eV: 10.45
Structure (SMILES): C=C(F)CC(N)=O
Energy above the lowest of the compared OMol25 structures with the same formula, charge and spin in kcal per mole: 15.3

```
13
Properties=species:S:1:pos:R:3:nbo_charge:R:1
C -1.11485 -1.94495 -0.73728 -0.487
C -0.40882 -0.84395 -0.73781 0.434
C 0.38741 0.87475 1.03615 0.694
C 0.75137 -0.38909 0.11032 -0.558
N 0.10853 2.05881 0.38361 -0.824
O 0.21464 0.82997 2.22859 -0.598
F -0.64108 0.11169 -1.69826 -0.358
H -1.78740 -1.97490 -1.49494 0.224
H -0.85297 -2.61487 -0.01231 0.220
H 1.47688 0.07413 -0.53035 0.225
H 1.06405 -1.06243 0.79821 0.242
H 0.63695 2.13417 -0.46838 0.384
H 0.16530 2.74667 1.12246 0.402
```

# 2
Here is one molecule with the formula C5H10O in a non-equilibrium geometry from OMol25. Energies are from the ωB97M-V functional and the def2-TZVPD basis.

HOMO level in eV: -9.206
Frontier orbital gap in eV: 10.17
Energy above the lowest of the compared OMol25 structures with the same formula, charge and spin in kcal per mole: 68.9

```
16
Properties=species:S:1:pos:R:3:nbo_charge:R:1
C -1.43286 -0.79605 0.93689 -0.627
C -0.12656 -0.10931 0.51001 -0.190
C 0.53206 -0.74739 -0.69252 -0.516
C 1.65760 0.07633 -1.12213 -0.044
O 0.76728 1.77924 -0.82176 -0.607
C -0.24940 1.50863 0.07202 -0.058
H -1.38068 -1.77654 1.44572 0.215
H -1.91879 -0.11144 1.63093 0.219
H -2.09117 -0.92347 0.06877 0.208
H 0.61509 -0.11700 1.33052 0.190
H 0.72086 -1.57084 0.01539 0.267
H -0.13651 -1.04418 -1.51137 0.221
H 2.03906 -0.07911 -2.15048 0.209
H 2.45000 0.25799 -0.40602 0.199
H -0.17420 2.04887 1.03995 0.164
H -1.27178 1.60427 -0.34591 0.148
```

# 3
Here is a 20-piece molecular cluster, H39O20 overall in a non-equilibrium geometry from OMol25. Energies are from the ωB97M-V functional and the def2-TZVPD basis.

HOMO level in eV: -7.533
Frontier orbital gap in eV: 9.59
Net charge: -1
Energy above the lowest of the compared OMol25 structures with the same formula, charge and spin in kcal per mole: 166.2

```
59
Properties=species:S:1:pos:R:3:nbo_charge:R:1
O 2.54346 0.72393 -1.50228 -1.239
H 3.15098 0.97668 -2.19019 0.456
O 3.56524 2.10307 0.60734 -1.019
H 2.90315 1.53497 0.08508 0.530
H 4.29713 1.51470 0.79811 0.482
O 3.01134 4.60362 0.26203 -0.979
H 3.41599 3.69556 0.03690 0.505
H 3.37222 4.85650 1.04415 0.459
O 0.58115 -0.52841 -3.23140 -0.963
H 0.15607 0.05129 -2.60088 0.490
H 1.40941 -0.62982 -2.83424 0.488
O 0.32633 -0.35730 1.32634 -0.955
H -0.10964 0.32580 0.73751 0.513
H 0.60376 -0.90112 0.53922 0.476
O -2.65037 1.90470 -1.69070 -0.975
H -2.24808 2.12560 -2.57361 0.491
H -2.03940 1.68841 -1.04620 0.484
O -0.55990 -4.16818 2.17709 -0.933
H -0.42194 -4.40313 3.00289 0.451
H 0.25010 -4.50808 1.81419 0.477
O 0.21059 1.24155 -0.90824 -1.103
H 0.85983 1.80713 -0.51300 0.473
H 1.15604 0.89634 -1.45824 0.487
O -3.00050 -2.71077 -0.45314 -0.943
H -3.12663 -1.90168 -0.16409 0.467
H -2.21313 -2.70164 -1.01769 0.473
O 0.06023 4.94238 -0.45239 -0.911
H -0.04584 4.74420 0.53315 0.467
H 0.53563 4.22086 -0.56181 0.444
O -2.15529 -0.93762 1.95413 -1.008
H -1.26102 -0.63664 1.49999 0.489
H -1.99488 -1.85078 2.09013 0.462
O 0.91325 2.83803 1.43515 -0.986
H 1.59811 3.33688 1.00339 0.494
H 1.38363 2.24569 2.02217 0.495
O 0.46681 -4.89744 -0.22520 -0.978
H -0.18393 -5.47603 0.24702 0.482
H -0.11150 -4.10656 -0.60736 0.495
O -0.45646 -3.04283 -2.72876 -0.977
H -0.30182 -2.19535 -3.01903 0.497
H 0.41176 -3.45337 -2.55401 0.470
O -3.94860 -3.55918 -2.49867 -0.983
H -4.15741 -4.05369 -1.80507 0.492
H -3.25577 -3.50699 -3.05774 0.491
O -2.88799 1.82313 1.63305 -0.958
H -2.99452 1.97494 0.67753 0.472
H -3.41118 1.04568 1.79745 0.486
O -0.49766 4.13009 3.19382 -0.949
H -0.01870 3.73957 2.60642 0.458
H -1.43163 3.76920 2.90892 0.475
O 0.50403 2.04736 -4.45170 -0.943
H 0.35753 2.83032 -4.09059 0.447
H 0.93629 1.50556 -3.60400 0.482
O -1.06258 -2.48369 5.03247 -0.939
H -0.14159 -2.43029 5.06682 0.458
H -1.23131 -2.31519 4.08333 0.479
O 3.09093 -2.74450 0.79073 -0.958
H 2.91693 -2.96969 -0.10983 0.474
H 2.93134 -1.77381 0.94354 0.484
```

# 4
Here is one molecule with the formula C2H2ClO2P in a non-equilibrium geometry from OMol25. Energies are from the ωB97M-V functional and the def2-TZVPD basis.

HOMO level (spin up / spin down) in eV: -7.896 / -8.780
Frontier orbital gap (spin up / spin down) in eV: 6.90 / 7.87
Energy above the lowest of the compared OMol25 structures with the same formula, charge and spin in kcal per mole: 118.9

```
8
Properties=species:S:1:pos:R:3:nbo_charge:R:1
C 3.30790 -1.39855 -0.32501 0.213
C -0.10698 0.33738 -0.57888 -0.453
O 3.32199 -2.57257 -0.28756 -0.405
O 4.33290 1.07444 -0.21696 -1.030
P 3.52673 0.13230 0.53078 1.139
Cl 1.31792 1.11411 -0.36866 0.130
H -0.87646 0.19686 0.25523 0.216
H 0.03790 -0.30342 -1.41805 0.191
```

Question: What is the energy above the lowest of the compared OMol25 structures with the same formula, charge and spin in the second record?
Answer: 68.9 kcal per mole

Question: Among the records above, which one has the highest energy above the lowest of the compared OMol25 structures with the same formula, charge and spin?
Answer: H39O20

Question: Look up the energy above the lowest of the compared OMol25 structures with the same formula, charge and spin of the third one.
Answer: 166.2 kcal per mole